1.
Molecular formula: C3CsO2
Method: DFT, the ωB97M-V functional and the def2-TZVPD basis

Computed properties:
HOMO level (spin up / spin down): -1.594 / -1.406 eV
Net charge: -1
HOMO-LUMO gap (spin up / spin down): 2.4 / 2.3 eV
ΔE to the lowest compared entry with this formula, charge and spin: 1.135 eV

Structure (XYZ):
```
6
Properties=species:S:1:pos:R:3:forces:R:3:mulliken_charge:R:1
O 0.1995 0.1400 -1.9886 2.3 -0.1 2.1 -0.386
C -0.7960 1.5781 -3.1741 -0.7 0.5 0.0 -0.467
C -1.1253 2.1580 -2.0598 -0.1 -0.4 -0.1 -0.620
O -0.6552 1.6931 -0.7956 0.3 1.7 1.0 0.180
C 0.3086 0.7390 -0.8790 -2.0 -2.5 -2.2 -0.327
Cs -0.5127 -1.8902 1.9429 0.2 0.7 -0.8 0.621
```
Forces are in eV/Å.


2.
Molecular formula: C5H7NO3
Method: DFT, the ωB97M-V functional and the def2-TZVPD basis

Computed properties:
HOMO level: -9.720 eV
HOMO-LUMO gap: 10.2 eV
ΔE to the lowest compared entry with this formula, charge and spin: 0.000 eV

Structure (XYZ):
```
16
Properties=species:S:1:pos:R:3:forces:R:3:mulliken_charge:R:1
O -1.4362 -2.3107 -0.9512 -0.1 -0.3 -0.1 -0.642
C -1.0078 -1.3220 -0.4112 -0.1 -0.2 0.3 0.268
N -0.7770 -0.1325 -1.0199 0.0 0.5 -0.3 -0.184
H -0.8103 -0.0351 -2.0217 0.0 -0.2 0.0 0.227
C -0.1402 0.8522 -0.1871 0.2 0.2 0.0 0.179
C 1.3603 0.9764 -0.4704 -0.1 0.1 0.3 0.378
O 2.1878 1.2758 0.3438 0.1 0.1 0.1 -0.564
O 1.6421 0.7391 -1.7524 0.0 -0.1 -0.7 -0.447
H 2.5946 0.8257 -1.9183 -0.1 0.1 0.3 0.370
C -0.4114 0.3431 1.2377 0.1 0.0 0.1 -0.709
H 0.4262 0.5758 1.8927 -0.1 0.1 0.0 0.337
H -1.3095 0.8145 1.6342 0.0 0.0 0.0 0.328
C -0.6300 -1.1583 1.0547 0.0 0.0 0.0 -0.409
H -1.4055 -1.5649 1.7000 0.0 -0.1 -0.1 0.326
H 0.2848 -1.7278 1.2275 0.0 0.0 0.0 0.245
H -0.5680 1.8488 -0.3584 0.1 -0.1 0.1 0.297
```
Forces are in eV/Å.


3.
Molecular formula: C30H38N4O2Sc
Method: DFT, the ωB97M-V functional and the def2-TZVPD basis

Computed properties:
HOMO level: -10.024 eV
Net charge: +1
HOMO-LUMO gap: 7.5 eV

Structure (XYZ):
```
75
Properties=species:S:1:pos:R:3:forces:R:3:mulliken_charge:R:1
Sc 0.1759 -0.2424 0.3286 -0.1 0.3 0.3 -1.133
C 1.0919 2.7255 1.5938 0.0 0.0 0.0 -1.523
N 0.9640 1.3603 2.1297 0.0 -0.1 0.0 1.770
C -0.0654 1.3307 3.2077 0.1 0.0 0.1 -1.462
C -1.4452 1.9111 2.9149 -0.1 0.1 0.1 -1.080
C -2.3390 1.1629 1.9025 0.0 0.0 0.0 -0.111
N -1.7653 -0.1232 1.5519 0.0 0.0 -0.1 0.363
C -2.3402 -1.1704 2.0320 0.1 -0.1 0.0 -0.318
C -1.7920 -2.5004 2.0742 -0.3 0.1 0.1 0.737
C -2.6462 -3.5680 2.4011 0.1 -0.1 0.0 -0.626
C -2.1521 -4.8392 2.5651 0.0 0.1 0.0 -0.895
C -0.7709 -5.0433 2.4435 0.0 -0.1 0.0 -0.552
C 0.0934 -4.0089 2.1663 -0.1 -0.1 0.0 -0.860
C -0.3991 -2.7086 1.9636 0.1 0.2 -0.2 0.257
O 0.4100 -1.7158 1.6934 0.1 -0.2 0.2 0.226
C 2.2723 1.0009 2.7850 -0.1 0.2 0.0 -1.216
C 3.0873 -0.1405 2.2031 0.1 -0.1 0.1 -0.471
C 3.3893 -0.0419 0.7110 0.0 0.0 -0.1 -1.219
N 2.3461 -0.7142 -0.0527 -0.1 0.0 -0.1 0.754
C 2.6767 -1.7502 -0.7216 -0.1 -0.2 -0.1 -0.243
C 1.8279 -2.6107 -1.5351 0.3 0.0 0.0 1.184
C 2.4923 -3.6408 -2.2202 -0.1 -0.1 -0.1 -1.132
C 1.8178 -4.5158 -3.0428 0.1 0.1 0.1 -0.862
C 0.4400 -4.3634 -3.1931 -0.1 0.0 0.0 -0.471
C -0.2440 -3.3639 -2.5321 0.1 -0.1 0.0 -0.852
C 0.4299 -2.4774 -1.6854 -0.2 0.2 0.2 0.373
O -0.2546 -1.5432 -1.0467 0.2 -0.1 -0.3 0.089
H 1.3293 3.4398 2.3921 0.0 0.0 0.0 0.364
H 0.1737 3.0365 1.1036 0.0 0.0 0.0 0.122
H 1.8772 2.7517 0.8400 0.0 0.0 0.0 0.366
H 0.3268 1.8973 4.0636 0.0 0.0 0.0 0.616
H -0.1493 0.2895 3.5238 0.0 0.0 0.0 0.504
H -1.3664 2.9650 2.6400 0.0 0.0 0.0 0.449
H -1.9511 1.9174 3.8835 0.0 -0.1 0.0 0.350
H -2.4517 1.7503 0.9934 0.0 0.0 0.0 -0.760
H -3.3451 1.0372 2.3191 0.0 0.0 0.0 0.608
H -3.3166 -1.0468 2.5156 0.0 0.0 0.0 0.300
H -3.7063 -3.3733 2.5159 0.0 0.0 0.0 0.408
H -2.8121 -5.6610 2.8001 0.0 0.0 0.0 0.412
H -0.3716 -6.0408 2.5757 0.0 0.0 0.0 0.427
H 1.1583 -4.1757 2.0825 0.0 0.0 0.0 0.465
H 2.0681 0.7763 3.8327 0.1 -0.1 0.0 0.444
H 2.8880 1.9056 2.7865 0.0 0.0 0.0 0.405
H 2.6113 -1.1019 2.4012 0.0 0.1 0.0 0.157
H 4.0329 -0.1374 2.7512 0.0 0.0 0.0 0.578
H 4.3583 -0.4971 0.4804 0.0 0.0 0.1 0.454
H 3.4396 1.0019 0.3850 0.0 0.0 0.0 0.293
H 3.7280 -2.0585 -0.7072 0.0 0.1 0.0 0.228
H 3.5639 -3.7394 -2.0921 0.0 0.0 0.0 0.411
H 2.3453 -5.3040 -3.5587 0.0 0.0 0.0 0.421
H -0.1088 -5.0393 -3.8364 0.0 0.0 0.0 0.420
H -1.3144 -3.2504 -2.6339 0.0 0.0 0.0 0.461
C -2.3930 3.2914 -3.5011 0.0 -0.1 0.2 -0.801
N -2.6518 2.9059 -2.0817 0.0 0.1 0.0 0.026
C -2.9378 1.4407 -1.9869 0.1 0.2 0.0 -0.710
C -1.5281 3.3909 -1.1385 -0.2 -0.1 -0.1 -0.898
C -0.2031 2.8826 -1.6015 0.0 0.0 0.0 1.214
C 0.5445 3.7507 -2.3999 -0.1 0.0 0.0 -0.484
C 1.6653 3.2921 -3.0664 0.1 0.1 0.0 -1.063
C 1.9657 1.9434 -2.9895 0.0 -0.1 0.0 -0.860
C 1.2114 1.0960 -2.1803 0.1 0.2 0.0 -0.071
C 0.1558 1.5364 -1.3548 0.0 0.0 0.0 1.071
H -3.2854 3.0624 -4.0772 0.0 0.0 -0.1 0.353
H -1.5416 2.7150 -3.8508 0.0 0.0 -0.1 0.340
H -2.1660 4.3529 -3.5368 0.0 0.0 -0.1 0.366
H -3.4919 3.3979 -1.7788 0.0 0.0 -0.1 0.362
H -1.9977 0.9076 -2.1235 -0.1 0.0 0.0 0.344
H -3.6620 1.1979 -2.7597 0.0 -0.1 0.0 0.355
H -3.3464 1.2346 -1.0026 0.0 -0.1 0.0 0.288
H -1.8137 3.0327 -0.1526 0.0 0.0 0.0 -0.458
H -1.6113 4.4787 -1.1713 0.1 0.0 0.0 0.505
H 0.2381 4.7857 -2.5135 0.0 0.0 0.0 0.451
H 2.2648 3.9617 -3.6675 0.0 0.0 0.0 0.424
H 2.7944 1.5429 -3.5604 0.0 0.0 0.0 0.473
H 1.4816 0.0485 -2.2002 0.0 0.0 0.0 0.142
```
Forces are in eV/Å.


4.
Molecular formula: CHN3O2
Method: DFT, the ωB97M-V functional and the def2-TZVPD basis

Computed properties:
HOMO level: -10.987 eV
HOMO-LUMO gap: 11.1 eV
ΔE to the lowest compared entry with this formula, charge and spin: 1.489 eV

Structure (XYZ):
```
7
Properties=species:S:1:pos:R:3:forces:R:3:mulliken_charge:R:1
C 0.3705 -0.1486 -0.0137 -1.9 -0.1 -0.3 0.753
H 2.0997 0.6196 0.0856 0.0 0.5 0.0 0.350
N -0.4904 -1.1616 -0.0368 2.3 -1.5 0.5 -0.378
N -1.7066 -0.6506 0.0193 0.5 1.3 -0.6 -0.071
N -1.7185 0.5770 -0.0180 0.1 0.8 0.4 0.025
O 1.6810 -0.2356 -0.0124 -0.3 -0.9 0.0 -0.416
O -0.2357 0.9998 -0.0241 -0.7 -0.1 0.1 -0.264
```
Forces are in eV/Å.


| no. | electronic energy (Eh) | strongest force on any atom (eV/A) |
| --- | --- | --- |
| 1 | -284.66848 | 3.88 |
| 2 | -475.24900 | 0.71 |
| 3 | -2296.09766 | 0.44 |
| 4 | -353.37843 | 2.84 |